C4H12N2O | ωB97M-V/def2-TZVPD

CARTESIAN COORDINATES (ANGSTROEM)
C (0.610, -3.025, 0.801)
N (1.011, -1.576, 0.898)
C (-0.059, -0.920, 0.125)
C (0.038, 0.690, 0.141)
N (-1.097, 1.259, 0.834)
C (0.013, 1.158, -1.339)
O (-0.328, 2.480, -1.390)
H (0.629, -3.503, -0.118)
H (-0.381, -3.140, 1.190)
H (1.228, -3.689, 1.422)
H (0.979, -1.182, 1.857)
H (0.009, -1.298, -0.909)
H (-1.091, -1.025, 0.304)
H (0.880, 1.028, 0.728)
H (-2.035, 0.747, 0.678)
H (-1.266, 2.172, 0.568)
H (1.000, 1.035, -1.906)
H (-0.900, 0.762, -1.898)
H (0.567, 3.055, -1.287)

ΔE to the lowest compared entry with this formula, charge and spin = 2.981 eV
Kohn-Sham gap = 0.3578 Eh
highest occupied orbital energy = -0.3264 Ha